75
Properties=species:S:1:pos:R:3:forces:R:3 method="wB97M-V/def2-TZVPD" smiles="NC(N)=O.NC(N)=O.NC(N)=O.CCO.CO.CO.CO.CO.CO.CO.CO" orbital_gap_ev=9.09 e_above_lowest_kj_mol=439.23 lumo_energy_ev=-0.041
C 0.3238 3.0920 -2.9875 -0.152 0.380 -0.645
O 0.2029 3.6859 -1.6998 0.079 -0.163 0.174
H -0.5766 3.1142 -3.6014 -0.417 -0.019 0.408
H 1.0129 3.7126 -3.5603 0.348 -0.214 0.178
H 0.6830 2.0637 -2.9474 0.082 0.085 0.212
H -0.6827 3.7592 -1.3367 -0.248 -0.232 -0.488
C 2.1991 2.5452 4.1930 -0.261 -0.816 -0.276
O 1.3529 1.7237 3.3522 -0.572 0.871 0.559
H 1.7173 3.5074 4.3667 0.046 -0.066 -0.394
H 2.3172 2.0785 5.1709 0.192 -0.117 0.049
H 3.1568 2.6703 3.6878 0.070 0.352 0.250
H 1.8090 0.9237 3.0810 0.455 -0.083 0.148
C -2.3284 -0.0666 -3.3796 0.168 0.219 -1.933
O -2.7008 -0.8968 -2.3524 -0.192 0.020 1.383
H -1.2651 -0.0878 -3.6183 0.415 0.318 0.553
H -2.7490 -0.4557 -4.3068 -0.440 0.355 -0.334
H -2.6883 0.9490 -3.2146 0.114 -0.070 0.094
H -2.4406 -1.7983 -2.5559 0.274 -0.780 0.250
C -1.4726 -2.3302 2.0518 -0.146 0.041 -0.338
O -1.1659 -2.8677 0.7601 -0.618 0.554 0.627
H -2.3587 -1.7057 1.9382 0.132 0.007 0.064
H -1.7025 -3.0927 2.7960 0.037 -0.238 -0.124
H -0.6350 -1.7401 2.4237 0.007 0.183 0.088
H -0.3145 -3.3083 0.8125 0.454 -0.499 -0.061
C 2.1371 -3.0508 0.2016 1.338 0.127 -1.826
O 1.1825 -4.0268 0.4502 -1.078 -0.477 1.217
H 1.6724 -2.0865 -0.0035 -0.276 -0.128 0.216
H 2.9489 -2.9148 0.9163 -0.295 -0.287 0.588
H 2.6137 -3.3669 -0.7263 0.395 0.500 -0.227
H 1.4670 -4.9213 0.2493 0.246 0.193 -0.022
C -0.4348 0.5677 0.1709 0.743 -0.225 -1.066
O 0.9804 0.3486 0.3920 -0.405 0.104 -0.456
H -0.9757 -0.3578 0.3681 -0.266 0.412 0.787
H -0.7497 1.5265 0.5826 -0.314 -0.457 0.701
H -0.6039 0.6765 -0.9004 0.456 0.092 -0.271
H 1.1009 -0.0641 1.2504 -0.134 0.048 0.224
C 3.8148 -0.5093 3.7925 -0.353 -0.769 1.480
O 2.8554 -0.5474 2.7443 0.425 -0.026 -0.447
H 4.2860 0.4558 3.9784 -0.077 0.059 -0.394
H 3.2546 -0.7957 4.6826 -0.113 0.403 0.160
H 4.5573 -1.3068 3.7648 0.209 0.103 -0.700
H 3.3381 -0.5932 1.9158 0.020 0.076 -0.239
C 3.4318 1.4336 -2.1932 3.471 1.948 -2.902
O 4.1968 1.8525 -3.0920 -0.984 -0.079 1.236
N 3.3209 1.9509 -0.9852 0.802 2.126 2.052
N 2.6692 0.4066 -2.3414 -2.818 -3.521 -0.320
H 2.8766 1.4840 -0.2076 -0.052 0.330 -0.202
H 3.8783 2.7814 -0.8451 -0.185 -0.176 0.400
H 2.5608 -0.0746 -3.2227 0.078 0.213 0.361
H 2.0438 0.2943 -1.5562 -0.473 -0.843 -0.528
C -5.2111 -0.4896 0.0013 -2.194 1.842 0.779
O -6.1712 -0.2370 0.7074 -0.306 -0.404 1.414
N -5.3204 -0.6260 -1.2716 -0.200 -1.336 -5.620
N -3.9464 -0.3657 0.3621 2.567 0.305 3.051
H -4.4598 -0.6865 -1.7968 -0.134 -0.114 -0.190
H -6.1613 -0.6380 -1.8309 -0.093 -0.035 0.895
H -3.1054 -0.5800 -0.1545 -0.524 0.053 -0.221
H -3.8974 0.0537 1.2796 0.551 -0.259 -0.069
C 2.0622 4.6640 1.0707 2.294 3.068 1.170
O 2.7331 5.1401 2.0005 -0.176 -0.081 -0.385
N 1.3958 3.5876 1.1446 -3.065 -5.275 1.279
N 1.9394 5.2174 -0.1221 1.172 2.750 -2.315
H 1.0080 3.1341 0.3297 0.129 0.230 0.106
H 1.2955 3.1133 2.0306 0.074 -0.224 -0.168
H 1.3486 4.8886 -0.8724 0.152 -0.170 0.299
H 2.5476 6.0065 -0.2879 -0.266 -0.107 -0.074
C -3.8093 -4.0524 -1.0102 0.620 -0.201 0.291
C -2.4116 -4.4770 -1.5147 -1.727 -0.071 0.149
O -1.6693 -3.3468 -1.8582 0.657 0.175 -1.087
H -4.3110 -4.9735 -0.7135 -0.378 0.260 0.283
H -4.4484 -3.4593 -1.6643 0.239 -0.427 -0.708
H -3.6735 -3.3531 -0.1852 0.014 -0.406 0.515
H -2.5292 -5.1555 -2.3596 0.259 0.217 -0.277
H -1.9045 -5.0382 -0.7298 0.003 -0.046 0.144
H -1.4176 -2.9648 -1.0142 0.147 0.415 0.470


10
Properties=species:S:1:pos:R:3:forces:R:3 method="wB97M-V/def2-TZVPD" smiles=N#CC1CC1 orbital_gap_ev=9.06 e_above_lowest_kj_mol=316.82 lumo_energy_ev=0.388
N -0.0978 -1.8561 1.6901 -1.404 0.636 -0.777
C -0.6003 -1.0609 0.9931 0.394 -1.593 0.593
C -0.9485 0.0401 0.1404 0.956 -0.353 0.812
C -0.0439 0.3893 -1.0092 -0.083 -0.010 -0.293
C 0.9010 0.2725 0.0820 0.080 0.324 0.088
H -1.8795 0.6252 0.3807 1.720 -0.110 0.174
H -0.1709 1.4340 -1.2575 -0.463 -0.010 -0.481
H 0.0299 -0.3034 -1.8363 0.095 0.113 -0.237
H 1.2397 1.0755 0.7126 -0.143 0.474 -0.317
H 1.5703 -0.6160 0.1041 -1.151 0.530 0.438